Here is an isolated molecule of C22H29ClN2O3 from OMol25. Energies are from ωB97M-V/def2-TZVPD.

```
57
Properties=species:S:1:pos:R:3:forces:R:3:mulliken_charge:R:1
C -1.100519 -0.828921 -2.885424 0.30 0.30 0.06 -0.8704
C -0.020754 0.208403 -3.181247 -0.17 -0.38 -0.30 -0.6431
O 0.061177 1.214472 -2.190505 0.10 0.22 0.32 -0.5114
C 0.777834 0.995691 -1.049888 -0.05 0.24 0.07 1.0077
C 1.374743 -0.195238 -0.679300 -0.14 0.13 -0.09 0.0067
C 2.043303 -0.340592 0.535155 0.14 0.16 0.32 -0.6704
C 2.730579 -1.655182 0.829889 -0.05 -0.08 -0.03 -2.1475
N 3.914903 -1.879198 0.019030 0.10 -0.11 -0.31 -0.3155
C 5.029417 -0.966193 0.259019 0.25 -0.01 0.05 1.0434
C 5.977604 -1.038877 -0.934545 -0.25 0.08 0.22 -1.5854
C 5.759172 -1.375754 1.537405 -0.19 0.17 -0.20 -1.5340
C 2.097273 0.757295 1.379731 -0.21 -0.18 -0.32 0.8035
Cl 2.875401 0.662984 2.923265 0.14 0.04 0.25 -0.2418
C 1.522168 1.970840 1.026158 -0.16 0.18 -0.21 -0.9134
C 0.875720 2.108374 -0.187118 0.04 -0.25 -0.08 0.7001
O 0.346265 3.287705 -0.647560 0.23 -0.17 -0.14 -0.5867
C -0.429994 4.051176 0.251913 -0.19 0.17 0.32 -0.7146
C -1.727560 3.334565 0.653596 0.41 0.09 -0.31 0.7589
O -2.305061 3.582869 1.690185 -0.10 0.13 0.34 -0.6823
N -2.147285 2.447609 -0.265821 0.03 -0.13 -0.40 0.0246
C -3.239875 1.540220 -0.017652 0.01 -0.11 0.22 -0.7427
C -2.750948 0.228596 0.620509 -0.20 0.19 -0.08 0.1915
C -3.901132 -0.716864 0.809503 0.14 -0.02 0.03 0.0226
C -4.160582 -1.719905 -0.114776 0.00 0.02 0.02 -0.0976
C -5.246175 -2.563379 0.045742 -0.05 -0.07 -0.07 -0.6853
C -6.089372 -2.409820 1.132224 -0.08 -0.07 0.00 -0.4021
C -5.840303 -1.410426 2.058076 -0.07 0.01 0.06 -0.6487
C -4.754134 -0.569793 1.896639 0.01 -0.02 -0.03 -0.3789
H -0.881584 -1.375667 -1.971006 -0.03 -0.08 0.06 0.2195
H -2.064378 -0.337393 -2.775333 -0.11 0.02 0.01 0.2118
H -1.160137 -1.535238 -3.709039 -0.03 -0.10 -0.08 0.5106
H 0.954351 -0.270584 -3.325041 -0.04 0.10 0.01 0.3411
H -0.274820 0.750578 -4.096731 0.11 -0.11 0.10 0.3856
H 1.320939 -1.059246 -1.324249 -0.06 -0.08 -0.12 0.5976
H 3.017470 -1.705347 1.879673 -0.12 -0.07 -0.05 0.5043
H 2.039535 -2.479014 0.625361 0.00 0.08 0.12 0.4445
H 3.658703 -1.839288 -0.962848 0.02 -0.02 0.07 0.3098
H 4.680251 0.077279 0.366276 0.05 -0.12 -0.01 0.0347
H 5.481947 -0.700833 -1.843287 -0.02 0.03 -0.13 0.3983
H 6.847065 -0.409292 -0.765862 0.09 0.06 -0.02 0.4269
H 6.309004 -2.064359 -1.078627 0.06 -0.13 -0.03 0.3645
H 6.041793 -2.423128 1.475245 0.06 -0.13 -0.02 0.3459
H 6.653546 -0.771871 1.665653 0.10 0.09 0.08 0.4365
H 5.128637 -1.236124 2.410338 -0.03 -0.01 0.15 0.3123
H 1.597005 2.805997 1.703681 0.01 0.10 0.05 0.3813
H -0.683479 4.968137 -0.287384 0.02 -0.09 0.12 0.3690
H 0.114173 4.326416 1.160918 -0.10 -0.06 -0.09 0.3152
H -1.556462 2.276064 -1.069569 -0.02 0.06 0.10 0.2100
H -3.750773 1.332888 -0.961422 -0.03 0.02 0.08 0.2636
H -3.933684 2.038673 0.663146 -0.03 -0.08 -0.14 0.3556
H -2.292807 0.466850 1.582349 0.07 0.00 -0.02 0.4419
H -1.988768 -0.220170 -0.019585 0.05 0.00 0.01 -0.2484
H -3.505261 -1.847111 -0.965285 0.10 0.00 -0.08 0.3006
H -5.433665 -3.342176 -0.679237 -0.02 -0.06 -0.05 0.3961
H -6.936511 -3.067652 1.258259 -0.06 -0.05 0.01 0.3779
H -6.494376 -1.286985 2.908702 -0.05 0.01 0.07 0.3755
H -4.559596 0.207920 2.620711 0.03 0.10 0.10 0.4307
```
Forces are in eV/Å.

Relative energy (zero: lowest compared OMol25 entry of this formula, charge and spin) = 5.5 kcal per mole
DFT total energy = -1651.1556 a.u.
2S+1 = 1
HOMO level = -0.3121 Eh
SMILES = CCOc1cc(CNC(C)C)c(Cl)cc1OCC(=O)NCCc1ccccc1
Net charge = 0